#A
Molecular formula: C4H8BrI
Method: DFT, wB97M-V/def2-TZVPD

Structure (XYZ):
```
14
C4H8BrI | the Open Molecules 2025 dataset | wB97M-V/def2-TZVPD
C -1.38744 -0.53746 0.48249
C 0.92612 0.64902 -1.49747
C 0.00699 -0.49771 1.05105
C 0.86273 0.58831 0.73473
Br 0.96954 -2.20326 0.51289
I 0.12726 2.43051 1.39329
H -1.51533 0.34058 -0.26078
H -2.04218 -0.39626 1.35735
H -1.54018 -1.52290 -0.17096
H 0.27917 1.54321 -1.55921
H 1.86386 0.84049 -1.97801
H 0.36054 -0.22978 -1.42779
H 0.02024 -0.58213 2.20765
H 1.86982 0.43097 1.13579
```

Properties
Orbital gap, eV: 9.232
Charge: 0
2S+1: 1

#B
Molecular formula: C4H8BrI
Method: DFT, wB97M-V/def2-TZVPD

Structure (XYZ):
```
14
C4H8BrI | the Open Molecules 2025 dataset | wB97M-V/def2-TZVPD
C 0.38671 -0.26086 1.56632
C -0.46181 -0.65416 -1.51703
C 0.35026 0.91324 0.65271
C -0.58002 0.75053 -0.54924
Br 2.12721 1.47754 -0.12364
I -2.67946 0.61064 0.01695
H 0.89111 -1.19389 1.21557
H -0.63849 -0.48425 1.80822
H 0.89195 0.01090 2.40745
H 0.36186 -0.49082 -2.25877
H -0.40957 -1.52093 -1.02578
H -1.42081 -0.63427 -2.03890
H 0.25111 1.82641 1.27193
H -0.56694 1.54353 -1.23281
```

Properties
Orbital gap, eV: 9.751
Charge: 0
2S+1: 1

Most stable structure, least stable structure: #B, #A.